Entry 1:
{
  "formula": "C11H21O10S",
  "method": "wB97M-V/def2-TZVPD",
  "homo_ha": -0.158,
  "charge": -1,
  "homo_lumo_gap_ev": 6.72,
  "symbols": ["C", "O", "C", "C", "C", "C", "O", "C", "O", "C", "C", "O", "O", "O", "C", "H", "H", "H", "H", "H", "H", "H", "H", "H", "H", "H", "H", "H", "H", "H", "H", "H", "C", "C", "O", "S", "O", "O", "O", "H", "H", "H", "H"],
  "positions_angstrom": [[4.2459, -0.6624, 2.3421], [4.4234, -0.0596, 1.0132], [3.4925, -0.6055, 0.0152], [1.9129, -0.2472, 0.2592], [1.6330, 1.3777, 0.5378], [0.1372, 1.6517, 1.1490], [0.1140, 0.9813, 2.4917], [-1.0775, 0.9056, 0.2740], [-1.9972, 0.1457, 1.1566], [-3.3703, 0.6708, 1.0927], [-4.3898, -0.5511, 1.6072], [-4.2867, -0.9545, 2.8798], [-5.3125, -1.1447, 0.6184], [-0.2554, 3.0650, 1.2425], [0.8945, 3.9629, 1.4198], [4.3017, 0.2077, 3.1560], [3.2420, -1.2420, 2.4995], [5.1645, -1.3741, 2.5982], [3.5942, -1.7927, 0.0738], [3.8626, -0.3312, -1.0860], [1.3938, -0.9071, 1.1074], [1.3484, -0.5185, -0.7571], [2.5182, 1.7034, 1.2691], [1.6976, 1.9007, -0.5170], [0.6623, 1.5529, 3.1302], [-1.7426, 1.7763, -0.1998], [-0.6737, 0.2871, -0.6339], [-3.7409, 0.9287, -0.0029], [-3.5333, 1.6094, 1.8107], [1.3394, 4.1650, 0.3465], [0.4536, 4.9925, 1.8269], [1.6861, 3.6110, 2.2080], [-2.3369, -1.6859, -2.5238], [-2.4786, -3.0092, -3.2711], [-1.4525, -2.9907, -4.2608], [-0.1744, -2.1581, -3.6833], [0.7827, -3.1070, -3.1590], [0.1753, -1.1352, -4.6413], [-0.9330, -1.4528, -2.4243], [-2.7793, -0.8622, -3.0935], [-2.7887, -1.7231, -1.5290], [-3.4609, -3.1218, -3.7361], [-2.2914, -3.8591, -2.6063]],
  "forces_ev_per_angstrom": [[0.6504, 0.2105, 1.2688], [-1.4995, -1.0120, 0.3358], [-0.3913, -1.6106, -0.2998], [-0.9393, 0.3230, -0.6351], [0.3700, -0.8734, -0.5450], [-0.0867, -1.6229, 0.4718], [1.0744, 2.4951, -0.6546], [-1.1239, 1.4542, 0.0828], [0.1941, 1.5968, -1.9586], [-1.8879, -0.4989, 0.2228], [-2.5414, -3.5829, 0.8273], [-0.3372, 2.2257, -5.9859], [4.8657, 3.3694, 4.4027], [2.3835, -1.0726, 0.3465], [-0.5183, 1.4505, -0.1590], [-0.2543, -1.7799, -1.8399], [1.8653, 1.1405, -0.5418], [-1.9586, 1.3044, -0.7463], [-0.3560, 2.3400, -0.2309], [-0.7612, -0.1272, 2.6686], [1.3531, 1.5488, -1.7718], [1.2980, 0.3892, 2.2204], [-2.1310, -0.3414, -1.6549], [0.1504, -0.7906, 2.1625], [-1.1576, -1.1322, -1.5855], [1.7706, -1.6343, 0.9487], [-0.6000, 0.8162, 2.0433], [1.0629, -0.4928, 2.1112], [0.5905, -1.9453, -1.4867], [-0.4272, -0.3889, 2.3479], [0.8675, -2.2824, -0.9265], [-1.4416, 0.4548, -1.6481], [-1.0052, 0.0385, -0.1133], [-0.2774, -0.1375, 0.8685], [0.9269, 0.8748, -0.0616], [-0.0992, -0.0300, 0.2419], [-0.8613, 1.3911, -0.7869], [-0.1066, -1.4027, 1.0095], [0.9256, -0.8324, -0.8611], [-0.0065, -0.1037, 0.0599], [0.2166, 0.0683, -0.0223], [0.3061, 0.0881, -0.1170], [-0.1022, 0.1147, -0.0084]]
}

Entry 2:
{
  "formula": "C4H8ClFOS",
  "method": "wB97M-V/def2-TZVPD",
  "homo_ha": -0.211,
  "relative_energy_kcal_mol": 226.3,
  "homo_lumo_gap_ev": 6.48,
  "symbols": ["C", "C", "C", "C", "H", "H", "H", "H", "H", "H", "H", "H", "O", "F", "S", "Cl"],
  "positions_angstrom": [[-1.1429, 0.0772, 3.1259], [0.0732, -0.1638, 2.2391], [0.0039, 0.5488, 0.9079], [0.8262, -0.7648, -1.5492], [-1.0089, -0.4121, 4.0938], [-1.2924, 1.1460, 3.3109], [-2.0517, -0.3175, 2.6661], [0.9833, 0.2036, 2.7293], [0.2177, -1.2326, 2.0452], [-0.1770, 1.6233, 1.0118], [1.4008, -2.0573, -2.8129], [0.9407, -1.5623, -0.8100], [1.1292, -1.1287, -2.7963], [1.1784, 0.3687, 0.2344], [0.3322, 0.7178, -1.1477], [-1.3253, -0.0793, -0.1148]],
  "forces_ev_per_angstrom": [[-0.1314, 0.0413, -0.0464], [0.7498, -0.0492, 0.2172], [-3.6678, -0.0354, 5.6501], [0.0742, 0.7517, -0.4475], [0.0223, 0.0601, -0.1123], [0.0228, -0.1115, -0.0321], [0.1161, 0.0610, 0.0555], [-0.1105, -0.1618, 0.1492], [-0.0289, 0.1038, 0.0702], [-0.1181, -0.3392, -0.1073], [-0.1021, 0.2233, 0.0395], [-0.4143, -0.1779, -0.0421], [0.4547, -0.5714, -1.4772], [7.2069, -1.6900, 10.2564], [1.2001, 3.8804, -18.7465], [-5.2739, -1.9852, 4.5732]]
}

Entry 3:
{
  "formula": "C5H10O2",
  "method": "wB97M-V/def2-TZVPD",
  "homo_ha": -0.361,
  "smiles": "C[C@@]1(O)CCOC1",
  "relative_energy_kcal_mol": 32.0,
  "homo_lumo_gap_ev": 10.77,
  "symbols": ["C", "C", "C", "C", "O", "C", "O", "H", "H", "H", "H", "H", "H", "H", "H", "H", "H"],
  "positions_angstrom": [[-1.4952, -1.3015, -0.0057], [-0.4597, -0.2273, 0.2607], [0.9639, -0.6194, -0.1507], [1.6596, 0.7558, -0.2207], [0.6539, 1.7419, 0.0758], [-0.5669, 1.1585, -0.3929], [-0.4541, 0.0659, 1.6525], [-1.4900, -1.6085, -1.0564], [-1.2461, -2.1801, 0.6008], [-2.5065, -0.9871, 0.2695], [0.9774, -1.1279, -1.1207], [1.3788, -1.2876, 0.6087], [2.0447, 0.9661, -1.2236], [2.4761, 0.8550, 0.4985], [0.0624, 0.8944, 1.6798], [-1.4197, 1.7044, 0.0161], [-0.5788, 1.1974, -1.4916]],
  "forces_ev_per_angstrom": [[-0.0156, 0.0257, -0.0458], [-0.0615, -0.0897, -0.2694], [0.0545, -0.0349, -0.0049], [0.2464, -0.0528, -0.1113], [0.0014, 0.0967, -0.1902], [-0.1544, -0.0369, -0.0059], [0.0259, 0.0195, 0.1848], [-0.0086, 0.1096, 0.1090], [-0.0422, 0.1525, -0.0955], [0.1800, 0.0762, -0.0275], [-0.0189, 0.0841, 0.1423], [0.0451, 0.1274, -0.1473], [0.0724, -0.1063, 0.0504], [-0.1663, 0.1437, -0.0702], [-0.2200, -0.3106, 0.4383], [0.1913, 0.1218, -0.0812], [-0.1294, -0.3262, 0.1243]]
}

Entry 4:
{
  "formula": "C37H38ClFN4O11P3RbS3",
  "method": "wB97M-V/def2-TZVPD",
  "homo_ha": -0.119,
  "charge": -2,
  "relative_energy_kcal_mol": 35.2,
  "homo_lumo_gap_ev": 6.59,
  "symbols": ["Rb", "C", "C", "S", "C", "C", "S", "C", "C", "S", "H", "H", "H", "H", "H", "H", "H", "H", "H", "H", "H", "H", "Cl", "C", "C", "C", "C", "C", "C", "P", "C", "C", "C", "C", "C", "C", "C", "C", "C", "C", "C", "C", "H", "H", "H", "H", "H", "H", "H", "H", "H", "H", "H", "H", "H", "H", "O", "P", "O", "O", "O", "P", "O", "O", "O", "H", "H", "N", "C", "N", "C", "C", "C", "C", "C", "C", "H", "H", "H", "H", "H", "H", "F", "C", "C", "N", "C", "C", "O", "O", "C", "O", "N", "C", "O", "H", "H", "H", "H"],
  "positions_angstrom": [[-0.6757, 0.8642, 0.2524], [-0.2959, 1.7206, -6.7255], [-0.2504, 0.3688, -6.0255], [-0.2743, 0.3197, -4.1934], [1.4032, 0.8164, -3.6805], [1.8713, 2.2250, -3.9958], [1.0941, 3.5874, -3.0503], [-0.6310, 3.5199, -3.6189], [-0.7810, 4.0125, -5.0525], [-1.6279, 2.8570, -6.1977], [-0.4879, 1.5479, -7.7875], [0.6453, 2.2593, -6.6374], [0.6261, -0.1817, -6.3712], [-1.1499, -0.1930, -6.2792], [2.1053, 0.1008, -4.1177], [1.3744, 0.6671, -2.5972], [1.7927, 2.4488, -5.0601], [2.9223, 2.3086, -3.7110], [-1.1763, 4.1478, -2.9165], [-0.9789, 2.4986, -3.4884], [0.1895, 4.2478, -5.4939], [-1.3969, 4.9119, -5.0988], [2.5657, 1.0943, 0.2886], [3.8534, 0.1282, -0.3544], [5.1231, 0.6488, -0.5294], [6.1150, -0.1641, -1.0591], [5.8202, -1.4693, -1.4146], [4.5424, -1.9720, -1.2364], [3.5304, -1.1930, -0.6874], [1.6778, -1.4947, -0.6723], [1.7270, -3.1960, -1.3880], [2.3019, -4.2765, -0.7218], [2.2953, -5.5365, -1.2904], [1.7172, -5.7368, -2.5337], [1.1525, -4.6686, -3.2089], [1.1696, -3.4056, -2.6416], [1.5631, -2.0792, 1.0632], [0.4885, -2.9011, 1.3885], [0.3452, -3.3997, 2.6686], [1.2836, -3.1030, 3.6433], [2.3681, -2.3068, 3.3220], [2.5097, -1.7961, 2.0434], [5.3367, 1.6731, -0.2608], [7.1095, 0.2313, -1.2156], [6.5928, -2.0992, -1.8380], [4.3243, -2.9901, -1.5247], [2.7586, -4.1334, 0.2486], [2.7396, -6.3714, -0.7608], [1.7083, -6.7254, -2.9750], [0.6974, -4.8270, -4.1782], [0.7324, -2.5629, -3.1582], [-0.2517, -3.1311, 0.6415], [-0.5083, -4.0190, 2.9059], [1.1726, -3.4921, 4.6492], [3.1033, -2.0710, 4.0814], [3.3761, -1.1876, 1.8222], [-2.6888, 1.3770, -2.1856], [-3.5560, 0.3411, -1.2242], [-4.9665, 0.4044, -1.6707], [-3.1357, 0.5679, 0.1778], [-2.9203, -1.0887, -1.7782], [-1.9304, -1.9938, -0.8893], [-1.8707, -3.2899, -1.8913], [-2.4754, -2.4170, 0.4071], [-0.5428, -1.3567, -0.9451], [-3.1926, 1.4167, -2.9991], [-1.5249, -2.9704, -2.7216], [-1.7991, -0.7333, 3.8951], [-1.1652, -0.5133, 2.7169], [0.0628, -0.1136, 2.8530], [0.2736, -0.0426, 4.2012], [1.4008, 0.3382, 4.9178], [1.3376, 0.2882, 6.2954], [0.1759, -0.1166, 6.9558], [-0.9661, -0.4757, 6.2638], [-0.9080, -0.4305, 4.8817], [-2.7778, -0.9454, 3.9986], [-1.6582, -0.6990, 1.7822], [2.2900, 0.6574, 4.3990], [2.1997, 0.5833, 6.8822], [0.1729, -0.1417, 8.0385], [-1.8724, -0.7628, 6.7779], [-4.5020, 0.5764, 4.3004], [-4.4247, 1.8883, 3.9424], [-3.9931, 2.2186, 2.6957], [-3.9645, 3.5086, 2.2783], [-3.2207, 3.7665, 1.0791], [-1.7479, 3.1966, 1.2797], [-1.5771, 2.5392, 2.3094], [-0.9434, 3.4796, 0.3930], [-4.2991, 4.5394, 3.1189], [-4.2767, 5.7159, 2.8053], [-4.7380, 4.1537, 4.3676], [-4.8207, 2.8677, 4.9082], [-5.2207, 2.7121, 6.0512], [-3.7530, 1.4682, 1.9535], [-3.1929, 4.8358, 0.8738], [-3.6475, 3.2183, 0.2405], [-4.9826, 4.9119, 4.9939]],
  "forces_ev_per_angstrom": [[1.9760, 1.0234, -0.3208], [-0.3536, 0.3191, 0.1605], [0.1633, 0.0617, 0.6966], [0.0894, -0.1887, -0.3875], [-0.2581, -0.1309, -0.2085], [-0.3656, 0.5274, 0.1740], [0.0905, -0.3616, 0.0889], [0.3811, 0.0402, 0.2190], [-0.1931, -0.3736, -0.3732], [0.1329, -0.0040, -0.0365], [0.1149, 0.0227, -0.0166], [0.0174, -0.0209, -0.0857], [-0.0115, -0.1403, -0.1192], [0.0623, -0.0845, -0.0725], [0.0719, -0.0443, 0.1253], [0.1033, -0.1314, -0.0562], [0.1473, -0.0589, -0.0045], [0.0399, -0.0126, -0.0714], [-0.0001, 0.0005, 0.0661], [-0.1440, 0.2877, 0.0124], [-0.0733, 0.0806, -0.0028], [0.0593, 0.0072, -0.0048], [0.5323, 0.8151, 0.2905], [0.1395, -0.4907, -0.1552], [-0.0176, 0.1220, 0.0976], [0.0043, 0.0577, -0.0654], [0.1842, -0.0421, -0.0510], [-0.0292, -0.0397, 0.0849], [-0.2586, 0.3128, -0.1188], [1.3340, -0.5944, -0.2473], [-0.0189, 0.1489, -0.1153], [-0.0162, -0.0350, -0.0648], [0.1182, -0.1632, 0.0333], [-0.0405, -0.0976, -0.1122], [0.0798, -0.1218, -0.1796], [0.0564, 0.0681, 0.0718], [-0.0151, 0.0167, 0.1431], [0.1086, 0.1187, -0.0008], [-0.0179, -0.1359, 0.1365], [-0.0345, -0.1579, 0.1139], [0.1827, -0.0542, 0.0487], [0.0004, -0.0988, -0.0173], [-0.0481, 0.0878, 0.0394], [0.0507, 0.0407, 0.0333], [0.0242, -0.0275, -0.0167], [0.0035, -0.0732, -0.0514], [-0.0493, 0.0209, 0.0527], [0.0092, 0.0057, 0.0144], [-0.0330, -0.0427, -0.0084], [-0.0365, 0.0283, -0.0437], [-0.1094, 0.1233, -0.0840], [-0.0381, -0.1250, 0.0814], [-0.0994, -0.0407, -0.0112], [-0.0201, 0.0404, 0.0036], [0.0303, 0.0278, 0.0047], [-0.0165, 0.0483, -0.0188], [-0.1239, -0.3377, 0.9396], [-0.7615, -0.0487, -1.4852], [0.0990, -0.0163, 0.0614], [-0.6636, -0.0634, 0.2470], [-0.2411, 0.5802, 0.7260], [0.4867, -0.8375, -1.1642], [-0.2974, 0.0952, 0.7114], [-0.1614, -0.0987, 0.3871], [-1.5109, -1.0207, -0.3930], [-0.0765, 0.1334, -0.3896], [0.2082, 0.0323, -0.4927], [-0.3904, -0.1104, -0.0488], [0.0051, -0.1570, 0.2019], [0.1085, 0.2068, -0.3671], [-0.5651, 0.0060, 0.4685], [-0.0971, -0.0166, 0.0221], [0.2041, 0.1100, 0.0110], [-0.1131, -0.0594, 0.2407], [-0.1320, -0.0034, 0.1319], [0.7724, 0.1762, 0.1759], [0.0547, 0.0524, -0.0403], [-0.4273, -0.3377, 0.0741], [0.1376, 0.0402, -0.0919], [0.0096, -0.0179, 0.0008], [-0.0490, 0.0114, 0.0252], [-0.0506, -0.0285, 0.0787], [-0.0341, 0.1188, 0.0513], [0.1793, -0.1917, -0.6200], [-0.6670, -0.5921, 1.1349], [-0.4258, 0.2673, 0.3446], [1.1694, -0.1577, -0.5532], [-1.3656, 1.6400, 0.2538], [0.3208, -0.5809, 0.7530], [0.5308, 0.5954, -0.8951], [-0.2665, 0.0962, -0.0655], [0.1606, 0.2340, -0.0539], [0.0337, 0.0119, 0.2575], [-0.0212, 0.2079, -0.1446], [0.0170, -0.1690, 0.0405], [0.0613, -0.0492, -0.0359], [-0.0511, -0.1937, 0.0598], [-0.1274, 0.0864, -0.0430], [0.0513, -0.1756, -0.1852]]
}